[1]
# C4H12NO

A 3-piece molecular cluster, C4H12NO overall (ωB97M-V/def2-TZVPD, OMol25).

Last column: Löwdin spin population.
Positions of all 18 atoms, in Å:
O (-1.78, -1.02, -1.02)  0.8483
N (-3.04, 0.92, 0.45)  0.0481
C (0.59, 0.48, 0.23)  0.0139
C (2.30, -1.32, -0.76)  0.0080
C (0.99, -0.49, -0.70)  0.0503
C (1.37, 1.31, 1.25)  0.0039
H (0.07, -0.90, -1.31)  0.0091
H (2.08, -2.11, -0.02)  -0.0001
H (2.44, -1.83, -1.72)  0.0000
H (-0.50, 0.63, 0.04)  0.0001
H (-2.84, -0.03, 0.04)  0.0036
H (0.61, 1.72, 1.94)  0.0004
H (2.00, 2.16, 0.95)  0.0002
H (3.22, -0.79, -0.51)  0.0027
H (1.95, 0.61, 1.88)  0.0004
H (-3.37, 1.55, -0.31)  -0.0006
H (-2.24, -1.73, -1.50)  0.0111
H (-3.85, 0.84, 1.06)  0.0007

Values from the calculation:
**Calculated total energy**: -289.44053 Eh
**Expectation value of S²**: 0.7547
**Frontier orbital gap (spin up / spin down)**: 9.43 / 6.10 eV
**2S+1**: 2
**Relative energy (zero: lowest compared OMol25 entry of this formula, charge and spin)**: 235.3 kJ/mol
**Total charge**: 0

***

[2]
# C10H23F9O11P2S2

A 3-piece molecular cluster, C10H23F9O11P2S2 overall (ωB97M-V/def2-TZVPD, OMol25).

Last column: Löwdin charge in e.
Positions of all 57 atoms, in Å:
S (-0.05, 2.77, -0.23)  0.9226
S (1.38, -3.56, 1.91)  0.7734
P (-4.31, -0.54, 0.64)  0.3549
P (3.89, 1.23, -2.75)  0.3393
F (0.23, -0.93, 0.64)  0.1138
F (1.28, -1.78, 3.88)  0.1349
F (1.78, -0.15, 1.97)  0.1124
F (-0.65, -2.39, 3.09)  0.1167
F (0.17, -3.47, 0.89)  -0.1405
F (0.53, -4.51, 2.86)  -0.1248
F (2.25, -2.65, 0.95)  -0.1282
F (1.92, -4.83, 1.17)  -0.1018
F (2.58, -3.63, 2.92)  -0.1187
O (-1.34, 3.02, -1.16)  -0.2510
O (0.23, 3.99, 0.49)  -0.3888
O (-3.73, -0.20, 1.94)  -0.2254
O (5.07, 2.23, -2.39)  -0.2045
O (-3.37, -1.44, -0.27)  -0.1856
O (4.31, -0.03, -1.92)  -0.1903
O (2.54, 1.74, -2.50)  -0.2419
O (-0.94, 1.83, 0.79)  -0.3630
O (4.16, 0.75, -4.24)  -0.2040
O (-5.72, -1.26, 0.68)  -0.2008
O (-4.62, 0.66, -0.33)  -0.1808
C (3.56, 1.46, -5.33)  -0.0921
C (-0.38, 1.68, 2.11)  -0.2036
C (0.53, -0.69, 1.94)  -0.4540
C (-2.56, -2.45, 0.36)  -0.0918
C (0.60, -2.03, 2.76)  -0.4274
C (-5.86, -2.45, 1.45)  -0.0876
C (3.37, -0.55, -0.95)  -0.0851
C (-4.36, 2.00, 0.09)  -0.0765
C (-0.49, 0.24, 2.56)  -0.0455
C (5.06, 3.54, -2.98)  -0.0908
H (-5.15, -2.48, 2.28)  0.0863
H (-2.35, -2.17, 1.39)  0.0641
H (5.68, 3.54, -3.88)  0.0867
H (4.05, 3.87, -3.21)  0.0869
H (-1.48, -0.14, 2.31)  0.1026
H (-5.19, 2.38, 0.68)  0.1007
H (3.61, -1.60, -0.82)  0.0798
H (2.61, 1.91, -5.03)  0.0834
H (4.24, 2.22, -5.70)  0.0824
H (-3.07, -3.41, 0.33)  0.0938
H (3.38, 0.73, -6.12)  0.0875
H (-1.64, -2.51, -0.20)  0.0755
H (3.49, -0.02, -0.01)  0.0872
H (-5.73, -3.32, 0.81)  0.0888
H (-0.37, 0.21, 3.64)  0.1453
H (-3.44, 2.05, 0.67)  0.0627
H (2.35, -0.45, -1.31)  0.0803
H (-6.87, -2.46, 1.86)  0.0896
H (0.65, 2.04, 2.14)  0.1148
H (-2.14, 2.86, -0.63)  0.0224
H (-4.26, 2.60, -0.82)  0.0938
H (5.49, 4.22, -2.25)  0.0888
H (-0.96, 2.29, 2.79)  0.1330

Values from the calculation:
**Calculated total energy**: -3600.47213 Eh
**Frontier orbital gap**: 10.60 eV
**Total charge**: 0

***

[3]
# C6H8O2

C6H8O2 in the gas phase (ωB97M-V/def2-TZVPD, OMol25).

Last column: Löwdin charge in e.
Positions of all 16 atoms, in Å:
O (1.00, 0.55, 0.11)  -0.1641
O (-1.21, 0.77, -0.09)  -0.0786
C (-0.48, -1.38, -0.94)  0.0187
C (1.40, 1.08, -1.14)  -0.1024
C (-0.99, 1.53, 1.04)  0.0952
C (-0.87, 0.49, 2.13)  -0.0611
C (-0.33, -0.31, 0.10)  -0.4924
C (-0.46, -0.65, 1.55)  0.0157
H (0.40, -2.01, -0.94)  0.0956
H (-0.62, -0.93, -1.92)  0.0922
H (1.80, 0.30, -1.79)  0.0820
H (-1.03, 0.69, 3.17)  0.0956
H (0.57, 1.57, -1.65)  0.0914
H (-0.01, -1.52, 1.99)  0.1215
H (2.19, 1.81, -0.94)  0.0922
H (-1.36, -1.99, -0.70)  0.0985

Values from the calculation:
**Calculated total energy**: -383.73006 Eh
**Frontier orbital gap**: 8.46 eV
**Relative energy (zero: lowest compared OMol25 entry of this formula, charge and spin)**: 472.7 kJ/mol
**Total charge**: 0

***

[4]
# C9H18N3O2

A 2-piece molecular cluster, C9H18N3O2 overall (ωB97M-V/def2-TZVPD, OMol25).

Last column: Löwdin spin population.
Positions of all 32 atoms, in Å:
O (0.51, -0.91, -2.63)  -0.0001
O (2.53, 1.35, -0.09)  0.5433
N (0.31, -0.13, -1.52)  0.0007
N (-0.29, -0.05, 0.80)  0.0024
N (-1.88, 1.16, -1.91)  0.0000
C (2.11, 3.52, 1.07)  0.6982
C (0.01, -3.15, -0.46)  0.0001
C (0.94, -1.98, -0.15)  0.0000
C (2.40, 2.39, 0.50)  0.6088
C (0.31, -0.65, -0.28)  0.0007
C (0.60, -2.96, 0.88)  0.0000
C (-1.31, 1.04, 0.53)  0.0013
C (-2.29, 0.78, -0.65)  0.0002
C (0.34, -0.06, 2.20)  0.0020
H (0.71, 1.02, 2.19)  0.0028
H (-0.65, 1.92, 0.57)  0.0018
H (-1.90, 0.93, 1.38)  0.0000
H (-0.49, -0.36, 2.80)  0.0000
H (-0.14, -2.66, 1.61)  0.0000
H (2.01, -2.11, -0.47)  0.0000
H (2.55, 3.79, 2.07)  0.0705
H (-2.39, 0.69, -2.61)  0.0000
H (1.28, -0.66, 2.06)  0.0001
H (-3.24, 1.30, -0.21)  0.0000
H (-0.42, 0.59, -1.72)  0.0000
H (-2.14, 2.08, -2.02)  0.0000
H (1.30, -3.58, 1.38)  0.0000
H (-2.43, -0.36, -0.65)  0.0000
H (1.53, 4.18, 0.57)  0.0670
H (-1.04, -2.91, -0.68)  0.0000
H (0.72, -0.35, -3.36)  0.0001
H (0.44, -3.88, -1.17)  0.0000

Values from the calculation:
**Calculated total energy**: -667.93858 Eh
**Expectation value of S²**: 2.0112
**Frontier orbital gap (spin up / spin down)**: 6.56 / 7.40 eV
**2S+1**: 3
**Relative energy (zero: lowest compared OMol25 entry of this formula, charge and spin)**: 327.9 kJ/mol
**Total charge**: +1

***

[5]
# CH6N4O

A 3-piece molecular cluster, CH6N4O overall (ωB97M-V/def2-TZVPD, OMol25).

Last column: Löwdin charge in e.
Positions of all 12 atoms, in Å:
O (-2.71, -1.05, -0.32)  -0.1233
N (0.17, -0.69, 0.17)  0.0554
N (1.92, 0.86, -0.14)  0.0810
N (-5.11, 0.05, 0.27)  0.0077
N (-5.02, 1.04, -0.21)  0.0125
C (0.63, 0.47, 0.00)  -0.3917
H (-1.96, -0.95, -0.90)  0.0002
H (2.17, 1.80, -0.37)  0.0869
H (-2.31, -1.09, 0.56)  0.0108
H (0.89, -1.41, 0.22)  0.0495
H (-0.09, 1.29, -0.04)  0.1161
H (2.64, 0.16, -0.17)  0.0948

Values from the calculation:
**Structure (SMILES)**: [H]/N=C\N.N#N.O
**Calculated total energy**: -335.99661 Eh
**Frontier orbital gap**: 10.60 eV
**Relative energy (zero: lowest compared OMol25 entry of this formula, charge and spin)**: 0.0 kJ/mol
**Total charge**: 0

***

[6]
# C4H8N

A 2-piece molecular cluster, C4H8N overall (ωB97M-V/def2-TZVPD, OMol25).

Last column: Löwdin charge in e.
Positions of all 13 atoms, in Å:
N (1.08, 0.24, 0.20)  -0.2060
C (-1.63, 0.46, -0.31)  0.1804
C (2.48, -0.06, -0.17)  -0.0316
C (-2.85, -0.13, 0.03)  -0.1723
C (0.14, -0.80, 0.20)  0.1823
H (-2.55, -1.11, 0.06)  0.0380
H (0.85, 0.52, 1.22)  0.2118
H (2.60, -1.17, -0.20)  0.1074
H (3.32, 0.27, 0.49)  0.1202
H (2.62, 0.39, -1.17)  0.1118
H (1.00, 1.16, -0.28)  0.1696
H (-3.52, 0.12, -0.90)  0.1656
H (-3.53, 0.11, 0.84)  0.1228

Values from the calculation:
**Calculated total energy**: -211.31123 Eh
**Frontier orbital gap (spin up / spin down)**: 7.11 / 7.05 eV
**Relative energy (zero: lowest compared OMol25 entry of this formula, charge and spin)**: 944.8 kJ/mol
**Total charge**: +1

***

[7]
# C3H10N3O

A 2-piece molecular cluster, C3H10N3O overall (ωB97M-V/def2-TZVPD, OMol25).

Last column: Löwdin spin population.
Positions of all 17 atoms, in Å:
O (-3.05, 1.58, -0.09)  0.6671
N (1.20, 0.17, -0.41)  0.0086
N (-3.03, 0.34, -0.01)  0.8643
N (-1.79, -0.20, -0.08)  0.3781
C (-1.83, -1.64, -0.13)  0.0336
C (1.82, -0.29, 0.78)  0.0023
C (1.51, 1.59, -0.56)  0.0025
H (-1.32, -2.20, 0.68)  0.0057
H (1.78, 1.91, 0.37)  0.0002
H (-1.41, -2.02, -1.15)  0.0131
H (1.47, 0.40, 1.58)  0.0015
H (0.14, -0.01, -0.34)  0.0088
H (2.90, -0.27, 0.61)  0.0003
H (2.34, 1.81, -1.21)  0.0000
H (1.58, -1.34, 0.93)  0.0002
H (-2.91, -2.07, -0.11)  0.0103
H (0.60, 2.24, -0.84)  0.0033

Values from the calculation:
**Calculated total energy**: -359.62588 Eh
**Expectation value of S²**: 2.0089
**Frontier orbital gap (spin up / spin down)**: 4.52 / 7.10 eV
**2S+1**: 3
**Relative energy (zero: lowest compared OMol25 entry of this formula, charge and spin)**: 0.0 kJ/mol
**Total charge**: -1

***

- Number 4 is which compound?
  C9H18N3O2

***

- Which value of calculated total energy does entry 6 give?
  -211.31123 Eh

***

- Which formula does entry 1 have?
  C4H12NO